Density functional theory data (ωB97M-V/def2-TZVPD) for a molecular structure, C39H61BCl3GeN7ReS3Si2.

The geometry in XYZ format:
```
118
C39H61BCl3GeN7ReS3Si2 (ωB97M-V/def2-TZVPD)
Re -0.329 -0.363 1.968
C -3.931 3.027 0.006
C -2.558 2.858 -0.529
C -1.939 3.742 -1.330
C -0.601 3.495 -1.736
N 0.003 2.430 -1.341
N -0.609 1.595 -0.519
B 0.164 0.246 -0.169
N 1.665 0.483 -0.289
N 2.385 0.131 -1.374
C 3.624 0.608 -1.508
C 4.136 1.508 -0.533
C 3.474 1.838 0.595
C 4.131 2.582 1.730
C 2.168 1.249 0.710
S 1.145 1.533 2.097
C 4.388 0.289 -2.805
C 4.542 1.669 -3.553
C 3.513 -0.623 -3.671
C 5.787 -0.319 -2.500
N -0.313 -0.692 -1.327
N -0.294 -0.243 -2.590
C -0.952 -0.948 -3.510
C -1.444 -2.257 -3.230
C -1.359 -2.740 -1.963
C -2.009 -4.011 -1.520
C -0.753 -1.895 -0.992
S -0.726 -2.311 0.689
C -1.181 -0.237 -4.793
C -1.633 -1.166 -5.890
C 0.096 0.475 -5.264
C -2.323 0.861 -4.581
C -1.818 1.763 -0.111
S -2.401 0.547 1.038
C 0.205 4.563 -2.493
C 1.069 3.861 -3.596
C 1.124 5.291 -1.463
C -0.758 5.556 -3.178
H -4.208 4.109 0.034
H -4.212 2.478 0.922
H -4.681 2.611 -0.690
H -2.463 4.619 -1.659
H 5.152 1.858 -0.746
H 5.167 2.764 1.628
H 4.067 2.032 2.675
H 3.711 3.543 1.966
H 3.604 2.225 -3.683
H 4.876 1.460 -4.556
H 5.315 2.307 -3.157
H 2.532 -0.195 -3.885
H 3.467 -1.642 -3.309
H 4.009 -0.695 -4.692
H 6.478 0.400 -2.017
H 6.209 -0.502 -3.517
H 5.794 -1.273 -2.010
H -1.940 -2.867 -4.000
H -2.693 -4.409 -2.318
H -2.507 -3.777 -0.593
H -1.281 -4.752 -1.306
H -0.902 -1.885 -6.250
H -1.926 -0.656 -6.799
H -2.540 -1.767 -5.632
H 0.942 -0.193 -5.330
H 0.304 1.333 -4.622
H -0.121 0.788 -6.301
H -3.174 0.385 -4.045
H -2.596 1.296 -5.561
H -1.865 1.603 -3.939
H 1.440 2.907 -3.260
H 1.881 4.561 -3.892
H 0.443 3.669 -4.453
H 1.883 4.580 -1.067
H 0.633 5.745 -0.629
H 1.700 6.070 -2.005
H -1.517 5.041 -3.804
H -0.187 6.232 -3.832
H -1.245 6.199 -2.448
C -1.847 -0.828 6.322
Si -0.653 -0.461 4.876
C -1.368 1.099 4.090
C 1.034 -0.112 5.568
C -0.695 -1.884 3.652
C 0.746 -2.266 3.540
C 1.418 -3.303 4.167
C 2.800 -3.482 3.940
C 3.409 -2.648 3.026
C 2.661 -1.670 2.373
N 1.392 -1.510 2.659
Si -1.729 -3.446 3.859
C -5.065 -3.650 4.112
C -2.020 -4.652 2.501
C -1.788 -4.301 5.493
H -1.893 0.088 6.956
H -1.415 -1.643 6.940
H -2.849 -1.032 6.027
H -1.431 1.739 4.991
H -2.427 0.895 3.811
H -0.947 1.854 3.442
H 0.931 0.692 6.343
H 1.867 0.195 4.894
H 1.405 -1.001 6.126
H 0.902 -3.940 4.892
H 3.246 -4.299 4.488
H 4.459 -2.834 2.760
H 3.151 -1.024 1.640
H -5.898 -3.159 4.612
H -4.750 -4.471 4.695
H -5.366 -3.938 3.125
H -2.600 -4.179 1.700
H -2.637 -5.473 2.942
H -1.138 -5.079 2.104
H -1.600 -5.363 5.481
H -2.732 -4.095 6.044
H -1.008 -3.875 6.192
Cl -6.832 -1.454 2.601
Ge -5.670 -0.903 0.872
Cl -4.529 -2.816 0.492
Cl -3.770 -2.369 3.962
```

E_tot: -7239.47331 Ha
HOMO level (alpha / beta): -15.3 / -15.6 eV
multiplicity: 3
expectation value of S²: 2.030
charge: +3